Version a
C7H14 | wB97M-V/def2-TZVPD

The calculation puts the molar mass at 98.19 g mol⁻¹. The charge is 0.

Last column: Löwdin charge in e.
Element x y z (Å)
C -0.40271 1.20100 1.72569  -0.10
C 0.37699 1.53646 -1.04268  0.07
C 1.40562 -0.68504 -1.23043  -0.06
C 0.32862 0.20837 -0.61952  -0.59
C 0.51165 0.32188 0.88636  -0.21
C -1.05067 -1.63230 0.40577  -0.10
C -1.15179 -0.73945 -0.71514  -0.17
H -1.97753 -0.02718 -0.66787  0.10
H 0.99323 1.86317 -1.87902  0.07
H -0.37626 0.86179 2.76709  0.08
H 1.26423 -0.77993 -2.31235  0.09
H -0.26941 2.28747 -0.59858  0.07
H -0.10084 2.25247 1.72199  0.07
H -1.07961 -1.18439 -1.70814  0.10
H 2.39927 -0.26062 -1.04839  0.09
H -1.44303 1.14140 1.38514  0.08
H 1.38084 -1.68878 -0.79104  0.08
H 1.56180 0.40471 1.18500  0.12
H 0.01870 -0.87028 1.08021  0.10
H -0.59585 -2.61023 0.25596  0.07
H -1.79327 -1.60053 1.19994  0.07

***

Version b
C7H14 | wB97M-V/def2-TZVPD

The calculation puts the molar mass at 98.19 g mol⁻¹. Its SMILES is C/C=C/CCCC. The charge is 0.

Last column: Löwdin charge in e.
Element x y z (Å)
C -0.64454 1.04317 -1.19169  -0.39
C 1.19050 0.26994 0.25079  -0.22
C 0.26961 -0.65201 0.99225  -0.16
C 0.55201 1.47019 -0.49500  -0.26
C -0.27577 -3.06042 1.74772  -0.08
C 0.60831 -1.93719 1.31659  -0.19
C -1.21701 2.18061 -1.84655  -0.16
H 1.36021 1.69678 -1.23105  0.12
H -0.06714 -3.89789 1.02712  0.11
H -0.71418 2.31400 -2.92156  0.12
H 1.57180 -2.25333 1.38485  0.07
H -0.41248 0.31013 -1.93828  0.13
H -1.29056 0.64689 -0.52334  0.07
H -2.34032 1.95790 -1.91657  0.09
H 1.97525 0.60061 1.16945  0.16
H -0.56741 -0.26634 1.71809  0.16
H -0.13411 -3.23732 2.73680  0.04
H -1.03289 3.26124 -1.32356  0.12
H 0.40381 2.48260 -0.01756  0.12
H -1.12683 -2.58994 1.49072  0.02
H 1.89176 -0.33962 -0.42918  0.13

***

Version c
C7H14 | wB97M-V/def2-TZVPD

The calculation puts the molar mass at 98.19 g mol⁻¹. Its SMILES is C1CCCCCC1. The charge is 0.

Last column: Löwdin charge in e.
Element x y z (Å)
C -1.11233 1.14246 0.30170  -0.20
C -0.69799 -1.40350 0.82880  -0.21
C 0.19014 -1.57744 -0.42103  -0.21
C 1.36512 -0.61055 -0.63975  -0.21
C 0.23244 1.68089 -0.22514  -0.22
C 0.98337 0.76709 -1.19686  -0.22
C -0.96030 0.01773 1.34196  -0.22
H -0.15097 0.31879 2.02070  0.10
H -1.65415 -1.89005 0.59427  0.10
H 0.57459 -2.60529 -0.42999  0.10
H 0.06075 2.64377 -0.72611  0.10
H -0.33862 -1.94498 1.71517  0.10
H -0.45672 -1.50739 -1.30782  0.11
H 1.93479 -0.48211 0.29070  0.11
H -1.83082 -0.10040 2.00233  0.10
H 0.89153 1.90174 0.62835  0.11
H -1.72541 0.82486 -0.55481  0.11
H 2.05626 -1.07711 -1.35532  0.10
H 1.90224 1.28075 -1.51540  0.11
H 0.38496 0.63725 -2.11211  0.11
H -1.64888 1.98348 0.76035  0.10

***

Version d
C7H14 | wB97M-V/def2-TZVPD

The calculation puts the molar mass at 98.19 g mol⁻¹. Its SMILES is C[C@@H]1[C@H](C)C1(C)C. The charge is 0.

Last column: Löwdin charge in e.
Element x y z (Å)
C 0.78917 0.46418 0.80449  -0.22
C 0.20763 -2.09623 -0.25241  -0.06
C 0.15131 0.57737 2.17811  -0.07
C -0.02469 0.46490 -0.46420  -0.50
C 0.35589 1.22818 -1.70950  -0.04
C 0.84207 -0.72125 -0.15909  -0.25
C -1.52070 0.28327 -0.27467  -0.05
H 1.79258 -0.70525 -0.69276  0.13
H -2.00058 1.25245 -0.09314  0.09
H -0.38685 -2.10076 -1.17822  0.08
H -1.98896 -0.16271 -1.16042  0.08
H 1.70291 1.05616 0.74023  0.13
H 0.96803 -2.87339 -0.36915  0.07
H -1.75838 -0.36055 0.57818  0.07
H 0.91918 0.64410 2.95637  0.07
H -0.08589 2.22817 -1.76729  0.08
H 0.00509 0.65291 -2.57901  0.09
H -0.44843 1.49550 2.24064  0.08
H 1.44502 1.31421 -1.79396  0.08
H -0.46269 -2.37926 0.56224  0.07
H -0.50172 -0.26197 2.43355  0.07

***

Stability ranking, top entry: version c; the second entry is 23.6 kcal/mol less favorable.

***

Version a
C7H14 | wB97M-V/def2-TZVPD

The calculation puts the molar mass at 98.19 g mol⁻¹. Its SMILES is C[C@@H]1[C@H](C)C1(C)C. The charge is 0.

Last column: Löwdin charge in e.
Element x y z (Å)
C -0.26303 1.77617 0.80078  -0.10
C 1.76104 0.19805 -0.77843  -0.05
C 0.43810 -0.09426 -0.16011  -0.54
C -0.74996 -0.45655 -0.91471  -0.28
C -1.75007 -1.47895 -0.46331  -0.06
C -0.66970 1.00165 -0.48854  -0.14
C 0.53988 -0.75200 1.22124  -0.05
H -0.48256 1.61177 -1.38056  0.11
H 1.29386 -0.30826 1.88402  0.08
H -2.19689 -1.19535 0.49136  0.08
H -0.85725 1.55488 1.67863  0.07
H 2.37376 0.83961 -0.12316  0.09
H 2.29351 -0.73586 -0.94250  0.08
H 0.80498 1.67650 1.13293  0.07
H -2.54903 -1.56091 -1.20348  0.08
H -0.46285 -0.55597 -1.96378  0.15
H -0.32742 2.80609 0.48736  0.07
H -1.27027 -2.45874 -0.35788  0.08
H -0.39789 -0.81530 1.78626  0.08
H 0.85466 -1.78352 1.01556  0.09
H 1.61713 0.73097 -1.72169  0.09

***

Version b
C7H14 | wB97M-V/def2-TZVPD

The calculation puts the molar mass at 98.19 g mol⁻¹. The charge is 0.

Last column: Löwdin charge in e.
Element x y z (Å)
C 1.11988 -1.39051 -0.25789  0.06
C -1.23808 -0.38418 0.36081  -0.04
C 0.85599 -1.10492 1.75223  -0.17
C 0.36840 -0.36193 3.01367  -0.13
C 0.14459 -0.78058 0.57709  -0.34
C -1.73561 1.20161 -1.58860  -0.10
C -1.98359 -0.21950 -0.87891  -0.24
H -3.04215 -0.06527 -0.82461  0.09
H 0.88186 -2.42930 -0.47770  0.08
H -0.69425 1.52530 -1.47554  0.06
H -1.80499 1.02586 -2.67679  0.06
H -2.34561 2.06710 -1.30675  0.06
H -1.65446 -1.00631 -1.58671  0.12
H 1.17255 -0.54098 3.74625  0.06
H 1.59623 -1.84366 2.00014  0.09
H 4.14295 2.67614 -4.07209  0.00
H 4.33253 3.19556 -3.47622  0.00
H -0.61152 -0.66526 3.47313  0.08
H 2.16096 -1.03199 -0.37734  0.07
H 0.24226 0.75024 2.87390  0.08
H -1.90794 -0.61741 1.20194  0.11

***

Version c
C7H14 | wB97M-V/def2-TZVPD

The calculation puts the molar mass at 98.19 g mol⁻¹. The charge is 0.

Last column: Löwdin charge in e.
Element x y z (Å)
C -0.11341 -1.83621 -0.08064  -0.11
C 1.38508 -1.98696 0.07106  -0.15
C -0.47712 -1.03313 -1.27683  -0.19
C 0.48945 1.12556 -0.22733  -0.22
C -1.99445 0.47168 0.08890  -0.05
C -0.56139 0.02278 -0.17413  -0.44
C 0.68158 1.85720 1.10078  -0.10
H -2.36462 1.04555 -0.76942  0.09
H 1.47882 2.60359 1.02227  0.07
H 0.95983 1.15405 1.89565  0.08
H 0.19670 1.83543 -1.01313  0.12
H -0.22890 2.37793 1.41637  0.07
H -2.07576 1.09759 0.98398  0.07
H -2.63767 -0.40386 0.22294  0.09
H -0.37317 -0.66155 0.77440  0.13
H 1.70474 -2.03933 1.11698  0.07
H -1.43417 -1.25658 -1.75432  0.10
H 0.30289 -0.81942 -2.01836  0.11
H 2.03122 -1.27691 -0.47192  0.06
H 1.58282 -2.97833 -0.36013  0.08
H 1.44756 0.70090 -0.54711  0.10

***

Version d
C7H14 | wB97M-V/def2-TZVPD

The calculation puts the molar mass at 98.19 g mol⁻¹. Its SMILES is C/C=C1/C[C@H]1C.C. The charge is 0.

Last column: Löwdin charge in e.
Element x y z (Å)
C -0.02713 -0.44455 -0.52777  -0.29
C 1.00844 2.55275 -0.55602  -0.04
C -2.02592 -1.07310 0.89077  -0.07
C -1.25324 -0.00752 0.14672  -0.29
C 1.70085 -1.38338 0.98548  -0.09
C 1.13120 -1.05774 -0.36976  -0.12
C -1.13902 -0.02354 -1.38216  -0.05
H -3.10524 -0.89104 0.88911  0.07
H 2.79064 -1.27436 1.00722  0.07
H 1.47158 -2.42021 1.26342  0.07
H 1.70506 3.17616 0.00329  0.02
H -0.01284 2.77813 -0.23818  0.02
H 1.70561 -1.34650 -1.24918  0.11
H 1.27359 -0.73053 1.75460  0.08
H 1.22711 1.50437 -0.36438  0.00
H -1.28120 0.99037 0.58866  0.12
H 1.10689 2.74159 -1.62676  0.03
H -1.83432 -2.04999 0.43317  0.08
H -1.68444 -1.12501 1.93170  0.08
H -1.67260 -0.78352 -1.94884  0.11
H -1.08828 0.94931 -1.87014  0.10

***

Stability ranking, top entry: version d; the second entry is 22.4 kcal/mol less favorable.

***

Version a
C7H14 | wB97M-V/def2-TZVPD

The calculation puts the molar mass at 98.19 g mol⁻¹. The charge is 0.

Last column: Löwdin charge in e.
Element x y z (Å)
C -0.80640 1.66642 0.73594  -0.06
C 1.32211 -1.45273 0.26957  -0.01
C 1.93581 0.09973 -0.84865  0.03
C 0.98090 -0.01456 0.22654  -0.46
C -1.14904 -0.88620 0.94283  -0.06
C -1.05276 0.24912 -1.32552  -0.06
C -0.60195 0.27114 0.13728  -0.56
H -0.44618 0.95367 -1.90843  0.08
H -2.10886 0.52849 -1.44301  0.08
H -0.16472 -1.58804 1.00766  0.08
H 0.99618 -2.11608 -0.52802  0.09
H -1.82636 2.04665 0.60750  0.08
H -0.12005 2.36985 0.24278  0.09
H -0.92579 -0.74698 -1.76916  0.08
H 2.73204 0.86169 -0.83959  0.07
H 2.01574 -1.89877 0.97059  0.08
H -0.57273 1.67232 1.80820  0.08
H 1.75059 -0.34990 -1.81506  0.06
H -1.89260 -1.51283 0.44252  0.08
H 1.37785 0.48347 1.11867  0.14
H -1.44378 -0.63647 1.96736  0.08

***

Version b
C7H14 | wB97M-V/def2-TZVPD

The calculation puts the molar mass at 98.19 g mol⁻¹. The charge is 0.

Last column: Löwdin charge in e.
Element x y z (Å)
C -1.85444 -1.12084 -0.21190  -0.10
C -1.25736 0.81308 -1.66546  0.19
C 1.69371 0.50611 -0.63367  -0.07
C -0.71958 -0.31428 -0.85594  -0.45
C -0.05931 1.38888 0.92704  -0.05
C 0.74395 -0.96180 1.13014  -0.07
C 0.41163 0.15683 0.13553  -0.59
H 1.55461 1.33970 -1.33037  0.07
H -0.20097 -0.96407 -1.59377  0.15
H 1.08691 -1.86925 0.61740  0.09
H -1.51359 -2.07450 0.20503  0.07
H 2.48112 0.79764 0.07174  0.09
H -0.37291 1.27606 -2.16440  0.00
H 2.05839 -0.35776 -1.20427  0.09
H 0.73176 1.72185 1.61032  0.09
H 1.54475 -0.62962 1.80251  0.09
H -0.30477 2.23205 0.26724  0.09
H -0.11804 -1.22460 1.75120  0.08
H -2.61289 -1.33266 -0.97172  0.07
H -2.34669 -0.54738 0.58279  0.08
H -0.94629 1.16456 1.53058  0.09

***

Version c
C7H14 | wB97M-V/def2-TZVPD

The calculation puts the molar mass at 98.19 g mol⁻¹. Its SMILES is CC[C@@]1(C)C[C@H]1C. The charge is 0.

Last column: Löwdin charge in e.
Element x y z (Å)
C 1.12107 -0.58236 -0.42930  -0.20
C -1.13159 0.36370 -1.35669  -0.07
C -1.31590 0.20655 0.12910  -0.29
C 0.57694 1.91500 -0.24175  -0.04
C -1.69244 -1.13592 0.71159  -0.07
C 1.79165 -0.85073 0.92883  -0.09
C 0.05374 0.50281 -0.43147  -0.47
H -0.24952 2.63512 -0.22637  0.08
H 0.69950 -1.52103 -0.80982  0.10
H 1.90752 -0.29252 -1.13937  0.11
H 1.12895 2.02544 0.69917  0.08
H 2.26255 -1.83795 0.93407  0.07
H 2.57178 -0.12303 1.17714  0.07
H 1.24754 2.20019 -1.06254  0.08
H -1.21527 -0.53300 -1.96937  0.11
H -1.79153 1.05049 0.62881  0.13
H -2.77773 -1.27721 0.66547  0.08
H 1.07077 -0.84170 1.75035  0.07
H -1.38436 -1.21991 1.76038  0.07
H -1.23093 -1.96174 0.15992  0.07
H -1.51239 1.26563 -1.83144  0.10

***

Version d
C7H14 | wB97M-V/def2-TZVPD

The calculation puts the molar mass at 98.19 g mol⁻¹. Its SMILES is C=C1CC1.[H][H].C=CC. The charge is 0.

Last column: Löwdin charge in e.
Element x y z (Å)
C -1.75835 -1.50037 -0.07404  -0.12
C -0.10685 -0.48648 1.76172  0.04
C -1.12395 -2.68467 0.66389  -0.11
C -0.69979 -1.30813 0.91874  -0.35
C 1.16797 1.41141 -1.78104  -0.06
C 0.70888 2.59342 0.35930  -0.11
C 1.22988 1.44441 -0.45356  -0.26
H -0.08429 3.12438 -0.17579  0.08
H 1.65783 0.63472 -2.35890  0.03
H 0.62561 2.16766 -2.34241  0.06
H -2.76226 -1.17038 0.17544  0.10
H -1.51412 -1.42277 -1.12952  0.06
H 1.52881 3.29656 0.54209  0.08
H 0.40792 -0.78417 -1.78123  0.04
H 0.32487 2.29938 1.33931  0.04
H 1.72506 0.63367 0.08173  0.09
H 0.60370 -1.46322 -1.55673  0.08
H 0.56121 -0.84387 2.54055  0.07
H -0.51328 -3.37215 0.08182  0.10
H -0.29645 0.57866 1.71600  0.03
H -1.68242 -3.14807 1.47264  0.10

***

Stability ranking, top entry: version c; the second entry is 66.0 kcal/mol less favorable.